[1]
Computed, not measured: a structure of composition C20H28CuNO3, with ωB97M-V/def2-TZVPD.

Structure (XYZ):
```
53
Properties=species:S:1:pos:R:3:forces:R:3
O 1.420 1.209 -0.878 1.732 0.472 -2.332
C 2.089 0.442 -1.981 -0.279 -1.020 0.283
C 2.742 1.644 -2.637 -0.324 -0.139 0.720
H 1.369 -0.081 -2.627 0.265 0.102 0.477
H 2.831 -0.264 -1.578 -0.455 0.056 0.094
C 2.184 2.385 -1.412 0.026 1.052 -0.283
H 2.294 1.935 -3.599 0.321 -0.053 0.379
H 3.838 1.629 -2.637 -0.307 -0.034 -0.355
C 1.307 3.552 -1.826 -0.291 0.146 0.264
H 0.466 3.217 -2.457 0.277 0.118 0.356
H 1.911 4.269 -2.414 -0.198 -0.337 0.274
H 0.938 4.072 -0.931 -0.166 -0.069 -0.291
C 3.294 2.832 -0.477 -0.181 -0.005 0.290
H 3.951 1.992 -0.225 -0.172 0.130 0.079
H 2.864 3.260 0.437 0.170 -0.187 -0.063
H 3.904 3.608 -0.963 -0.212 -0.192 0.044
Cu 0.133 0.284 0.894 -0.679 0.119 0.473
C 0.116 -1.418 3.519 1.131 -0.095 -1.106
C -0.348 -2.399 2.589 1.156 0.801 -0.093
C 0.355 -2.229 1.370 0.523 0.230 0.906
H -1.057 -3.176 2.826 -0.241 0.062 -0.185
C 1.326 -1.165 1.537 -0.459 -0.060 1.211
C 1.112 -0.627 2.883 -0.220 -1.586 -0.183
H 1.651 0.187 3.349 0.106 -0.053 -0.059
H -0.179 -1.320 4.556 -0.176 0.095 -0.325
H 0.309 -2.835 0.480 -0.156 -0.240 0.084
H 2.203 -0.951 0.938 0.046 -0.188 -0.137
C -2.905 0.262 3.594 1.300 -0.487 -0.784
C -1.646 1.085 3.505 -0.070 0.545 0.684
C -1.336 1.354 2.182 -0.878 -0.121 -1.278
H -1.029 1.353 4.379 -0.556 -0.120 -0.538
C -2.332 0.641 1.343 1.071 1.219 -0.146
C -3.201 -0.035 2.146 -0.929 0.069 0.208
H -4.048 -0.653 1.818 0.438 0.320 0.197
H -3.719 0.767 4.143 0.129 -0.446 0.110
H -0.656 2.148 1.813 -0.377 -0.335 0.240
H -2.393 0.762 0.252 -0.070 -0.162 0.473
O -1.292 -0.678 -3.889 0.641 -0.802 0.668
C -1.105 -0.411 -2.479 -0.147 0.334 0.239
C -0.515 -1.684 -1.798 -0.377 -0.154 -0.509
H -2.080 -0.119 -2.025 0.560 -0.318 -0.312
H -0.445 0.481 -2.404 -0.434 -0.594 0.119
C -0.233 -2.668 -2.950 0.126 0.270 -0.653
H -1.236 -2.144 -1.106 0.328 0.466 -0.092
H 0.424 -1.518 -1.270 -0.367 0.297 0.228
C -0.947 -2.060 -4.165 -0.778 0.449 -0.140
H -0.637 -3.667 -2.753 0.199 0.185 0.045
H 0.841 -2.769 -3.169 -0.273 0.053 0.238
H -1.902 -2.600 -4.319 0.453 0.152 -0.302
H -0.337 -2.039 -5.085 -0.352 -0.280 0.334
O -4.240 -2.812 4.653 -0.427 -0.848 0.006
C -3.446 -1.969 4.479 1.779 2.536 -0.064
N -2.608 -1.079 4.366 -2.226 -1.354 0.505
```
Positions in Å, forces in eV/Å.

For the HOMO energy (spin up / spin down), the calculation gives -1.1 / -2.9 eV. The HOMO-LUMO gap (spin up / spin down) is 3.50 / 5.28 eV. The multiplicity is 2. As for the total charge: -1.



[2]
Computed, not measured: a structure of composition C20H28DyNO2, with ωB97M-V/def2-TZVPD.

Structure (XYZ):
```
52
Properties=species:S:1:pos:R:3:forces:R:3
O -0.128 -0.548 -1.677 0.372 -3.942 -4.224
C 0.703 -1.861 -1.942 0.467 0.593 1.104
C 0.119 -2.222 -3.270 0.593 -0.208 0.006
H 0.487 -2.575 -1.151 0.106 0.186 0.028
H 1.767 -1.601 -1.998 -0.357 0.019 0.327
C -0.720 -0.968 -3.144 -0.585 0.230 -0.511
H -0.397 -3.188 -3.295 -0.174 0.432 0.142
H 0.873 -2.235 -4.079 -0.518 0.296 0.314
C -2.203 -1.258 -3.041 0.053 0.215 0.145
H -2.416 -2.016 -2.282 0.110 0.209 0.072
H -2.605 -1.656 -3.983 0.402 0.154 0.036
H -2.743 -0.343 -2.823 -0.203 0.117 0.197
C -0.323 0.063 -4.175 -0.206 0.324 0.135
H 0.754 0.248 -4.165 -0.144 0.131 0.231
H -0.892 0.979 -4.031 0.184 0.262 0.094
H -0.548 -0.276 -5.192 -0.154 -0.295 0.274
Dy -0.095 0.806 0.038 0.022 2.783 2.729
C 0.704 3.908 1.521 0.376 0.668 -1.720
C 1.310 2.824 2.197 1.595 -1.091 -0.274
C 2.140 2.120 1.278 -0.620 0.827 1.315
H 1.197 2.658 3.273 0.106 -0.246 -0.696
C 2.033 2.792 -0.003 -0.620 1.079 0.327
C 1.137 3.903 0.159 0.100 -0.567 0.601
H 0.829 4.614 -0.605 0.147 -0.281 0.187
H 0.018 4.628 1.980 0.602 -0.314 -0.356
H 2.885 1.361 1.530 -0.451 0.180 -0.078
H 2.736 2.660 -0.821 -0.334 -0.112 -0.013
C -1.830 2.940 2.020 -0.474 -0.761 -0.909
C -2.020 3.421 0.688 0.117 -0.514 0.193
C -2.492 2.347 -0.119 -0.142 -0.158 0.284
H -1.845 4.447 0.350 -0.132 -0.461 0.092
C -2.591 1.179 0.707 -0.281 0.558 1.035
C -2.124 1.558 2.038 -1.919 0.448 -0.894
H -2.271 0.982 2.953 0.327 0.117 -0.630
H -1.579 3.535 2.891 0.103 -0.203 -0.181
H -2.946 2.468 -1.101 0.301 -0.101 0.100
H -3.169 0.271 0.475 0.437 0.407 0.089
O 0.224 -4.013 1.748 0.769 1.976 -1.016
C -0.083 -2.596 1.471 0.145 -0.156 0.522
C 1.287 -1.869 1.229 -0.102 0.212 0.744
H -0.633 -2.104 2.312 0.718 -0.562 -0.238
H -0.802 -2.534 0.643 0.307 -0.289 -0.185
C 2.387 -2.842 1.706 -0.416 -0.215 -0.388
H 1.365 -0.978 1.863 -0.265 -0.458 -0.132
H 1.441 -1.497 0.214 0.104 -0.418 -0.003
C 1.547 -3.953 2.343 -0.997 -0.488 1.026
H 3.056 -2.337 2.438 -0.400 -0.565 -0.527
H 2.964 -3.222 0.855 0.059 0.020 0.253
H 1.313 -3.712 3.381 0.554 0.174 0.285
H 1.945 -4.972 2.343 0.139 0.234 -0.307
N 0.188 0.291 3.714 -0.245 -0.023 -2.693
C 0.043 0.373 2.539 0.425 -0.424 3.087
```
Positions in Å, forces in eV/Å.

For the HOMO energy (spin up / spin down), the calculation gives -6.5 / -7.0 eV. The HOMO-LUMO gap (spin up / spin down) is 4.67 / 6.83 eV. Its energy above the lowest of the compared OMol25 structures with the same formula, charge and spin is 410.9 kJ/mol. The multiplicity is 6.



[3]
Computed, not measured: a cluster of 3 separate species, C20H28F5NO9 in total, with ωB97M-V/def2-TZVPD.

Structure (XYZ):
```
63
Properties=species:S:1:pos:R:3:forces:R:3
O 4.460 -1.953 -0.602 0.475 0.631 -0.402
N 4.346 -0.968 -1.232 -0.029 -1.601 0.160
O 3.949 0.085 -0.420 -0.991 1.019 -0.411
C 2.883 0.756 -1.154 -0.479 1.288 0.554
C 1.769 1.091 -0.064 0.777 -0.948 0.572
O 1.788 -0.120 0.775 -2.320 0.101 1.029
C 0.475 -0.616 0.784 2.205 1.373 -1.883
O -0.127 -1.116 1.656 0.044 -0.529 -0.224
O 0.035 -0.297 -0.541 -1.581 0.662 2.817
C 0.281 1.115 -0.569 1.598 -0.358 -2.055
C -0.739 2.071 0.122 -0.531 0.406 0.114
F -0.494 3.346 -0.418 0.153 -1.351 0.538
F -0.477 2.212 1.491 -0.191 -0.478 -1.422
C -2.234 1.751 -0.141 -2.263 0.516 -0.566
C -3.103 2.862 -0.554 -1.125 -2.189 0.164
C -4.498 2.580 -0.826 0.483 -0.943 0.328
C -5.107 1.262 -0.712 2.416 0.056 0.472
C -4.241 0.165 -0.317 0.828 2.048 0.009
C -4.788 -1.280 -0.212 -0.696 0.644 -1.004
F -5.024 -1.693 1.061 0.505 0.211 -1.303
F -3.990 -2.190 -0.861 -0.798 0.943 1.149
F -6.009 -1.293 -0.877 1.217 -0.370 0.867
C -2.843 0.446 -0.030 -0.263 -0.015 -0.033
H 2.497 0.069 -1.948 0.143 0.665 0.619
H 3.258 1.720 -1.580 -0.246 -0.838 0.129
H 2.021 1.928 0.630 -0.014 -0.526 -0.837
H 0.291 1.332 -1.666 -0.275 0.340 0.902
H -2.764 3.910 -0.668 -0.039 -1.010 0.132
H -5.151 3.416 -1.154 0.584 -0.656 0.327
H -6.179 1.086 -0.923 0.937 0.254 0.119
H -2.222 -0.424 0.295 -0.580 0.948 -0.352
C 0.104 2.162 6.256 -0.087 -0.134 0.082
O 0.001 0.830 5.779 0.173 0.311 -0.047
C 0.427 0.703 4.425 -0.089 -0.513 0.240
C 1.810 0.081 4.338 0.038 0.424 -0.353
O 2.807 0.964 4.848 -0.101 -0.142 0.262
C 3.245 0.595 6.145 0.055 0.096 -0.102
H -0.076 2.151 7.332 -0.040 -0.078 -0.057
H 1.097 2.581 6.074 -0.011 0.018 -0.055
H -0.656 2.790 5.781 0.062 0.104 -0.003
H 0.402 1.670 3.913 0.086 0.003 0.054
H -0.287 0.041 3.929 0.040 0.020 -0.039
H 2.050 -0.094 3.286 -0.030 -0.046 0.031
H 1.837 -0.883 4.855 -0.061 0.057 0.055
H 3.845 -0.319 6.093 -0.026 -0.041 0.105
H 2.403 0.445 6.827 0.004 -0.048 -0.012
H 3.869 1.400 6.534 -0.006 -0.005 -0.099
C -0.956 -1.997 -5.991 -0.074 -0.157 -0.013
O -0.074 -3.089 -5.794 0.034 0.343 0.035
C 1.295 -2.706 -5.875 -0.087 -0.498 0.178
C 1.925 -2.614 -4.496 0.191 0.462 -0.238
O 1.388 -1.523 -3.753 -0.125 -0.228 0.079
C 0.449 -1.942 -2.771 -0.071 0.083 -0.306
H -1.966 -2.329 -5.751 0.077 -0.076 -0.024
H -0.706 -1.152 -5.344 0.040 0.019 -0.031
H -0.932 -1.680 -7.039 -0.017 0.113 0.021
H 1.406 -1.762 -6.418 -0.009 0.025 0.088
H 1.810 -3.485 -6.445 0.053 0.032 0.004
H 2.997 -2.423 -4.612 0.007 -0.055 -0.015
H 1.808 -3.555 -3.950 -0.085 0.023 -0.040
H 0.967 -2.457 -1.955 -0.093 -0.054 0.054
H -0.315 -2.598 -3.196 0.079 -0.076 -0.015
H -0.038 -1.056 -2.370 0.127 -0.275 -0.351
```
Positions in Å, forces in eV/Å.

For the HOMO energy, the calculation gives -9.0 eV. As for the SMILES: O=NOC[C@@H]1OC(=O)O[C@H]1C(F)(F)c1cccc(C(F)(F)F)c1.COCCOC.COCCOC. The HOMO-LUMO gap is 8.85 eV. The multiplicity is 1.



[4]
Computed, not measured: a structure of composition C20H28HfNO3, with ωB97M-V/def2-TZVPD.

Structure (XYZ):
```
53
Properties=species:S:1:pos:R:3:forces:R:3
O 0.571 2.319 -1.066 -0.287 -0.890 -0.696
C -0.531 2.881 -1.846 -0.155 0.395 -0.797
C 0.408 3.314 -3.006 -0.978 -0.610 0.011
H -0.930 3.747 -1.288 -0.009 -0.580 -0.319
H -1.283 2.113 -2.097 0.198 0.543 0.332
C 1.602 2.884 -2.071 -0.306 0.100 -0.016
H 0.157 4.348 -3.290 0.802 -0.646 0.100
H 0.361 2.653 -3.930 0.008 0.741 1.255
C 2.385 3.764 -1.151 0.992 -0.150 0.793
H 1.722 4.308 -0.457 0.861 -0.437 -0.418
H 3.039 4.440 -1.696 -0.131 -0.234 0.229
H 3.079 3.108 -0.598 -0.320 0.087 -0.043
C 2.515 1.877 -2.732 -0.133 -0.439 -0.387
H 2.024 1.307 -3.537 0.145 0.052 0.510
H 2.977 1.201 -1.999 -0.143 0.280 -0.446
H 3.307 2.452 -3.230 -0.077 -0.071 0.226
Hf 0.196 0.423 -0.087 -1.820 -0.686 -1.731
C -0.093 -1.856 -0.978 -0.445 -0.362 -0.770
C -1.477 -1.558 -1.163 0.800 -0.036 -0.598
C -1.587 -0.531 -2.135 1.124 -0.005 -0.050
H -2.309 -2.139 -0.761 0.344 0.508 0.217
C -0.261 -0.177 -2.564 -0.390 -1.392 0.257
C 0.670 -1.017 -1.861 -0.453 -0.248 -1.113
H 1.724 -1.133 -2.125 -0.458 0.069 0.203
H 0.294 -2.736 -0.459 -0.173 0.576 -0.005
H -2.507 -0.177 -2.598 0.254 0.116 0.435
H -0.019 0.407 -3.448 -0.067 0.168 0.466
C 1.129 -0.927 1.640 1.332 0.537 0.402
C 2.135 -0.931 0.617 0.566 0.639 1.001
C 2.591 0.406 0.424 0.015 -0.563 1.070
H 2.599 -1.817 0.184 -0.521 0.339 -0.161
C 1.888 1.249 1.350 0.620 -0.642 1.052
C 1.021 0.415 2.130 1.228 0.038 0.499
H 0.487 0.730 3.030 -0.100 -0.093 -0.706
H 0.674 -1.813 2.076 -0.125 0.327 -0.260
H 3.465 0.700 -0.156 -0.537 -0.072 -0.001
H 2.135 2.294 1.554 -0.415 -0.407 -0.237
O 0.847 5.586 -1.646 0.430 2.773 -1.956
C 1.850 6.038 -2.661 0.480 0.046 -0.235
C 1.505 7.410 -3.214 -0.428 -0.181 -0.208
H 1.906 5.364 -3.550 -0.265 -0.080 0.984
H 2.867 6.094 -2.253 -0.538 -0.190 0.302
C 0.062 7.630 -2.756 -0.205 -0.066 -0.533
H 1.569 7.338 -4.315 -0.002 0.373 0.527
H 2.159 8.220 -2.878 0.010 -0.331 0.063
C -0.268 6.505 -1.744 -0.502 0.374 -0.041
H -0.574 7.525 -3.644 -0.134 0.270 0.418
H -0.031 8.642 -2.347 -0.349 -0.348 0.006
H -1.179 5.951 -2.088 0.651 0.287 0.358
H -0.473 6.951 -0.755 0.124 -0.481 -0.281
O -3.376 -0.303 2.303 1.294 0.579 -1.017
C -2.477 0.085 1.640 -0.462 -0.142 0.444
N -1.550 0.479 0.963 -1.350 0.165 0.864
```
Positions in Å, forces in eV/Å.

For the HOMO energy, the calculation gives -11.8 eV. The HOMO-LUMO gap is 9.01 eV. Its energy above the lowest of the compared OMol25 structures with the same formula, charge and spin is 121.1 kJ/mol. The multiplicity is 1. As for the total charge: +1.